Below is the molecule C3H6FNOS in a non-equilibrium geometry, with properties calculated with ωB97M-V with the def2-TZVPD basis set.

Element x y z (Å)
H  -0.900  1.510  1.508
C  -0.860  0.455  1.071
C  -1.089  -0.445  -1.175
S  1.034  1.245  -0.662
H  -0.808  -1.573  -1.088
N  -0.460  0.560  -0.308
C  2.516  -0.083  0.119
H  -0.083  -0.292  1.598
O  3.624  0.214  0.202
H  -0.960  -0.184  -2.213
H  -1.745  0.039  1.178
F  1.919  -1.126  0.569
H  -2.189  -0.319  -0.799

Forces on atoms 1 to 3 (eV/Å):
H 0.42 -1.61 -0.17
C 6.12 1.82 1.30
C -1.63 -0.69 1.33

Properties
spin multiplicity: 1
E_tot: -20296.5583 eV
relative energy (zero: lowest compared OMol25 entry of this formula, charge and spin): 53.01 kcal per mole